[1]
This record from the Open Molecules 2025 dataset describes a structure of composition C9H14NO3 in a non-equilibrium geometry. The level of theory is ωB97M-V/def2-TZVPD.

Cartesian coordinates (Å):
C1 -2.58 -1.96 -0.60
C2 -0.45 1.32 -0.28
C3 -1.69 0.46 -0.25
C4 0.22 1.64 0.84
C5 -1.38 -1.11 -0.44
C6 -1.20 -1.36 -1.98
C7 -0.36 -1.50 0.65
C8 -0.10 -2.21 -2.48
C9 1.81 2.72 2.24
N1 1.26 2.42 0.96
O1 1.81 2.93 -0.21
O2 -3.42 -2.36 0.19
O3 -2.44 -2.12 -2.00
H1 -1.28 -0.39 -2.36
H2 -0.35 1.81 -1.15
H3 -2.26 0.40 0.80
H4 -2.40 0.95 -0.92
H5 -0.03 1.20 1.83
H6 0.04 -2.49 0.34
H7 -0.79 -1.43 1.58
H8 0.39 -0.85 0.70
H9 0.90 -1.63 -2.47
H10 -0.16 -2.70 -3.42
H11 0.25 -2.96 -1.77
H12 2.35 3.82 2.25
H13 1.14 2.73 3.07
H14 2.53 1.92 2.43

The calculation puts the energy above the lowest of the compared OMol25 structures with the same formula, charge and spin at 87.6 kcal per mole. Its net charge is -1. The value obtained for the strongest force on any atom is 5.0 eV/Å. The calculation puts the HOMO energy at -1.985 eV. The total energy is -17189.011 eV.



[2]
This record from the Open Molecules 2025 dataset describes an isolated molecule of C4H9O2P in a non-equilibrium geometry. The level of theory is ωB97M-V/def2-TZVPD.

Cartesian coordinates (Å):
C1 2.49 -0.47 -0.26
C2 1.58 0.08 0.55
P1 -0.13 0.38 -0.32
C3 -0.36 2.05 0.33
O1 -0.21 0.10 -1.74
O2 -1.36 -0.46 0.51
C4 -1.85 -1.63 -0.14
H1 3.42 -0.90 0.06
H2 2.15 -0.55 -1.35
H3 1.65 0.33 1.58
H4 -1.42 2.14 0.69
H5 0.21 2.16 1.30
H6 -0.21 2.70 -0.54
H7 -2.77 -1.82 0.30
H8 -1.22 -2.39 0.21
H9 -1.98 -1.72 -1.19

The calculation puts the energy above the lowest of the compared OMol25 structures with the same formula, charge and spin at 38.0 kcal per mole. Its structure (SMILES) is C=C[P@@](C)(=O)OC. Its net charge is 0. The value obtained for the strongest force on any atom is 4.3 eV/Å. The calculation puts the HOMO energy at -10.091 eV. The total energy is -17677.368 eV.



[3]
This record from the Open Molecules 2025 dataset describes an isolated molecule of C4H5NO2. The level of theory is ωB97M-V/def2-TZVPD.

Cartesian coordinates (Å):
C1 -2.08 0.54 0.19
C2 -0.49 0.09 -0.23
C3 0.09 -1.11 -0.42
O1 1.50 -1.10 -0.30
C4 2.03 0.09 -0.11
O2 3.30 -0.12 0.22
N1 -0.48 1.31 0.06
H1 -2.25 1.27 0.99
H2 -2.68 0.76 -0.69
H3 -2.26 -0.44 0.63
H4 -0.34 -2.04 -0.73
H5 3.66 0.76 0.37

The calculation puts the energy above the lowest of the compared OMol25 structures with the same formula, charge and spin at 155.7 kcal per mole. Its net charge is 0. The value obtained for the strongest force on any atom is 0.6 eV/Å. The calculation puts the HOMO energy at -7.708 eV. The total energy is -9807.562 eV.



[4]
This record from the Open Molecules 2025 dataset describes an isolated molecule of C5H9NO2 in a non-equilibrium geometry. The level of theory is ωB97M-V/def2-TZVPD.

Cartesian coordinates (Å):
C1 1.34 -1.48 -1.37
C2 1.12 -0.55 -0.44
C3 2.26 0.08 0.32
N1 -0.24 -0.10 -0.22
C4 -0.66 0.67 0.82
O1 0.00 1.29 1.64
C5 -2.26 0.82 0.76
O2 -2.91 -0.03 -0.16
H1 0.53 -1.97 -1.90
H2 2.34 -1.77 -1.66
H3 2.19 -0.16 1.39
H4 3.23 -0.28 -0.02
H5 2.26 1.17 0.20
H6 -0.96 -0.65 -0.68
H7 -2.48 1.87 0.51
H8 -2.63 0.60 1.77
H9 -3.11 0.50 -0.95

The calculation puts the energy above the lowest of the compared OMol25 structures with the same formula, charge and spin at 22.0 kcal per mole. Its structure (SMILES) is C=C(C)NC(=O)CO. Its net charge is 0. The value obtained for the strongest force on any atom is 1.9 eV/Å. The calculation puts the HOMO energy at -8.826 eV. The total energy is -10915.622 eV.



What is the formula in the second record? C4H9O2P